1.
# C60H45Cl4IN4NaO3P

A structure of composition C60H45Cl4IN4NaO3P (the ωB97M-V functional and the def2-TZVPD basis, OMol25).

Net charge: -2
Molecular weight in g mol⁻¹: 1192.72
2S+1: 1
Frontier orbital gap (alpha / beta) in eV: 4.76 / 4.76
LUMO (alpha / beta) in eV: 3.331 / 3.329

Each line ends with the Mulliken charge.
Cartesian coordinates (Å):
Na  0.086  -0.304  0.063  1.08
Cl  4.172  -5.439  4.130  -0.28
C  3.107  -4.141  3.636  0.45
C  2.196  -4.413  2.552  -0.91
C  1.203  -3.554  2.269  -0.88
C  2.227  -1.366  2.512  1.11
C  2.239  -1.883  3.886  -0.76
C  3.084  -3.001  4.337  -1.50
C  1.079  -2.208  2.876  1.47
C  -0.340  -1.784  2.995  -0.44
C  -1.213  -1.973  4.106  -1.31
C  -2.488  -1.880  3.597  -0.93
C  -2.340  -1.605  2.200  -0.34
C  -3.346  -1.530  1.227  0.76
C  -4.659  -2.140  1.570  -0.47
C  -5.510  -1.706  2.580  -0.04
C  -6.679  -2.393  2.879  -1.01
C  -6.995  -3.535  2.168  0.47
Cl  -8.452  -4.415  2.555  -0.26
C  -6.174  -3.992  1.150  -1.02
C  -5.019  -3.289  0.857  0.05
C  -3.204  -1.099  -0.107  0.40
N  -2.047  -0.925  -0.798  -0.21
C  -2.395  -0.539  -2.032  0.14
C  -1.531  -0.479  -3.171  1.36
C  -2.212  -0.108  -4.448  -0.92
C  -2.730  -1.084  -5.295  0.36
C  -3.412  -0.745  -6.454  -0.93
C  -3.570  0.594  -6.767  0.51
Cl  -4.444  1.034  -8.216  -0.27
C  -3.061  1.588  -5.950  -1.04
C  -2.387  1.229  -4.792  0.27
C  -0.198  -0.820  -3.263  0.37
C  0.484  -0.986  -4.540  -1.42
C  1.733  -1.400  -4.248  -1.37
C  1.833  -1.431  -2.784  0.69
N  0.671  -1.079  -2.230  0.09
C  3.077  -1.685  -2.130  0.89
C  3.312  -1.511  -0.759  0.17
C  4.612  -1.697  -0.078  -1.62
C  4.404  -1.494  1.234  -1.08
C  2.957  -1.312  1.375  -0.26
N  2.361  -1.247  0.146  0.56
C  4.164  -2.270  -2.949  -0.43
C  3.961  -3.498  -3.591  -0.10
C  4.971  -4.132  -4.294  -0.91
C  6.217  -3.532  -4.377  0.37
Cl  7.515  -4.349  -5.213  -0.27
C  6.450  -2.308  -3.778  -0.83
C  5.429  -1.687  -3.074  -0.23
C  -3.831  -0.379  -2.132  -1.40
C  -4.338  -0.766  -0.932  -1.39
N  -1.005  -1.528  1.882  0.42
H  2.270  -5.367  2.047  0.46
H  0.446  -3.807  1.537  0.43
H  1.996  -1.163  4.664  0.86
H  3.660  -2.894  5.248  0.41
H  -0.915  -2.165  5.126  0.51
H  -3.414  -1.974  4.143  0.50
H  -5.269  -0.808  3.135  0.63
H  -7.339  -2.043  3.661  0.39
H  -6.431  -4.888  0.601  0.39
H  -4.359  -3.640  0.076  0.47
H  -2.598  -2.127  -5.031  0.47
H  -3.821  -1.507  -7.104  0.39
H  -3.191  2.629  -6.214  0.42
H  -1.990  2.000  -4.142  0.34
H  0.051  -0.824  -5.515  0.42
H  2.529  -1.622  -4.941  0.44
H  5.543  -1.970  -0.546  0.50
H  5.109  -1.590  2.047  0.61
H  2.993  -3.975  -3.501  0.49
H  4.802  -5.099  -4.749  0.39
H  7.427  -1.847  -3.850  0.37
H  5.609  -0.723  -2.616  0.55
H  -4.381  -0.033  -2.993  0.46
H  -5.373  -0.776  -0.625  0.62
I  0.310  2.656  -2.183  0.06
C  -1.374  3.778  -1.564  -0.15
C  -1.795  4.819  -2.345  -0.75
C  -2.920  5.569  -1.946  -0.46
C  -3.569  5.264  -0.783  -0.95
C  -3.130  4.198  0.040  1.30
C  -3.778  3.882  1.252  -1.33
C  -3.319  2.840  2.015  -0.87
C  -2.203  2.080  1.609  -1.41
C  -1.512  2.314  0.432  1.27
C  -1.999  3.402  -0.350  0.14
H  -1.277  5.067  -3.263  0.45
H  -3.262  6.387  -2.570  0.38
H  -4.435  5.842  -0.472  0.32
H  -4.639  4.471  1.555  0.23
H  -3.826  2.595  2.948  0.46
H  -1.884  1.271  2.260  0.60
C  4.388  1.551  4.438  -1.27
C  4.328  1.701  2.927  0.22
O  3.198  2.465  2.564  -0.27
P  2.078  1.990  1.404  0.18
O  1.910  3.521  0.821  0.03
C  2.975  4.113  0.106  0.01
C  2.873  5.620  0.259  -1.42
O  0.740  1.936  2.277  0.06
C  0.250  3.017  3.074  -0.13
C  0.092  2.546  4.508  -1.45
H  5.310  1.040  4.725  0.40
H  3.536  0.965  4.786  0.10
H  4.355  2.532  4.915  0.38
H  4.294  0.720  2.458  -0.10
H  5.227  2.223  2.572  0.35
H  2.902  3.839  -0.950  0.18
H  3.939  3.763  0.494  0.22
H  1.884  5.951  -0.059  0.23
H  3.629  6.114  -0.354  0.41
H  3.019  5.902  1.303  0.32
H  -0.713  3.311  2.656  0.35
H  0.929  3.866  3.024  0.35
H  -0.489  1.622  4.530  0.16
H  -0.429  3.308  5.093  0.42
H  1.070  2.360  4.956  0.29

---

2.
# C60H45Cl4IN4NaO3P

A structure of composition C60H45Cl4IN4NaO3P (the ωB97M-V functional and the def2-TZVPD basis, OMol25).

Net charge: -2
Molecular weight in g mol⁻¹: 1192.72
2S+1: 1
Frontier orbital gap in eV: 5.08
LUMO in eV: 3.533

Each line ends with the Mulliken charge.
Cartesian coordinates (Å):
Na  -0.243  -0.580  0.395  0.95
Cl  -0.025  -1.695  8.168  -0.28
C  -0.352  -1.076  6.559  0.53
C  -0.871  -2.024  5.594  -0.91
C  -1.301  -1.612  4.393  -0.79
C  0.231  0.197  3.768  -0.06
C  -0.446  0.737  4.944  -0.27
C  -0.209  0.226  6.307  -1.42
C  -1.164  -0.220  3.904  1.05
C  -2.263  0.215  2.997  -0.33
C  -3.473  0.879  3.330  -1.21
C  -4.254  0.814  2.194  -1.16
C  -3.485  0.106  1.220  -0.55
C  -3.933  -0.290  -0.055  1.57
C  -5.309  0.175  -0.413  -0.57
C  -5.558  1.520  -0.669  0.13
C  -6.830  1.959  -1.002  -1.04
C  -7.863  1.040  -1.065  0.44
Cl  -9.476  1.586  -1.478  -0.27
C  -7.648  -0.302  -0.810  -0.96
C  -6.366  -0.726  -0.487  0.15
C  -3.285  -1.068  -1.005  0.23
N  -2.035  -1.637  -0.869  -0.21
C  -1.761  -2.225  -2.021  0.37
C  -0.536  -2.937  -2.350  1.11
C  -0.498  -3.451  -3.757  -0.64
C  -0.787  -4.774  -4.070  0.14
C  -0.741  -5.229  -5.383  -0.88
C  -0.410  -4.338  -6.386  0.41
Cl  -0.350  -4.903  -8.045  -0.27
C  -0.127  -3.011  -6.109  -1.03
C  -0.175  -2.576  -4.793  0.41
C  0.598  -3.122  -1.610  0.12
C  1.759  -3.860  -2.135  -1.09
C  2.722  -3.767  -1.213  -1.16
C  2.170  -2.953  -0.104  0.52
N  0.907  -2.613  -0.360  -0.45
C  2.979  -2.520  0.980  1.08
C  2.552  -1.633  1.994  0.26
C  3.429  -1.150  3.097  -1.47
C  2.700  -0.307  3.839  -0.75
C  1.350  -0.333  3.264  0.16
N  1.337  -1.124  2.126  -0.04
C  4.391  -2.981  1.019  -0.09
C  4.716  -4.335  1.142  -0.18
C  6.032  -4.774  1.171  -0.86
C  7.053  -3.843  1.088  0.37
Cl  8.720  -4.383  1.132  -0.27
C  6.776  -2.493  0.968  -0.85
C  5.454  -2.076  0.926  -0.29
C  -2.852  -2.069  -2.964  -1.52
C  -3.802  -1.340  -2.324  -1.34
N  -2.262  -0.231  1.749  0.26
H  -0.967  -3.059  5.893  0.42
H  -1.785  -2.303  3.714  0.47
H  -0.756  1.776  4.866  0.57
H  0.041  0.920  7.100  0.41
H  -3.724  1.322  4.284  0.48
H  -5.259  1.190  2.069  0.53
H  -4.733  2.217  -0.615  0.58
H  -7.020  3.003  -1.213  0.41
H  -8.471  -1.003  -0.864  0.39
H  -6.177  -1.774  -0.290  0.46
H  -1.046  -5.458  -3.271  0.45
H  -0.961  -6.261  -5.624  0.40
H  0.129  -2.329  -6.908  0.46
H  0.046  -1.539  -4.561  0.48
H  1.819  -4.341  -3.099  0.35
H  3.725  -4.156  -1.281  0.37
H  4.448  -1.457  3.276  0.51
H  2.987  0.212  4.741  0.72
H  3.911  -5.055  1.223  0.48
H  6.266  -5.826  1.268  0.39
H  7.586  -1.779  0.890  0.39
H  5.227  -1.024  0.803  0.59
H  -2.890  -2.437  -3.978  0.38
H  -4.744  -1.003  -2.728  0.47
I  2.501  -0.220  -2.370  0.27
C  1.188  0.943  -3.522  -0.09
C  1.518  1.116  -4.841  -0.64
C  0.702  1.914  -5.670  -0.72
C  -0.394  2.530  -5.141  -0.93
C  -0.741  2.363  -3.776  1.31
C  -1.855  3.044  -3.238  -1.63
C  -2.180  2.855  -1.925  -0.80
C  -1.439  1.964  -1.116  -0.25
C  -0.314  1.270  -1.540  0.63
C  0.034  1.519  -2.911  -0.03
H  2.408  0.648  -5.242  0.44
H  0.961  2.040  -6.716  0.37
H  -1.024  3.163  -5.759  0.33
H  -2.432  3.704  -3.879  0.27
H  -3.021  3.401  -1.501  0.38
H  -1.790  1.834  -0.092  0.73
C  2.682  3.220  4.536  -0.87
C  3.348  3.078  3.181  -0.18
O  2.512  3.612  2.165  -0.41
P  1.808  2.545  1.076  0.42
O  1.870  3.550  -0.215  -0.28
C  3.093  3.612  -0.936  0.09
C  2.982  4.731  -1.947  -1.45
O  0.258  2.752  1.432  0.06
C  -0.376  4.033  1.471  -0.15
C  -1.333  4.047  2.642  -1.07
H  3.348  2.875  5.332  0.40
H  1.767  2.624  4.565  0.00
H  2.424  4.264  4.725  0.38
H  3.569  2.025  2.978  0.12
H  4.292  3.631  3.154  0.38
H  3.265  2.656  -1.441  0.03
H  3.928  3.795  -0.248  0.32
H  2.125  4.554  -2.597  0.27
H  3.884  4.779  -2.562  0.40
H  2.844  5.691  -1.444  0.35
H  -0.905  4.166  0.525  0.11
H  0.375  4.820  1.559  0.49
H  -2.019  3.199  2.577  0.05
H  -1.917  4.971  2.649  0.44
H  -0.782  3.973  3.582  0.21

---

Stability, lowest: 1

---

1.
# C3H9S

A cluster of 2 separate species, C3H9S in total (the ωB97M-V functional and the def2-TZVPD basis, OMol25).

Net charge: -1
Molecular weight in g mol⁻¹: 77.17
2S+1: 1
Frontier orbital gap in eV: 6.14
LUMO in eV: 4.078

Each line ends with the natural charge from an NBO analysis.
Cartesian coordinates (Å):
C  -0.860  0.828  0.064  -0.63
C  -1.523  1.183  -1.284  -0.61
H  -0.029  0.138  -0.129  0.26
H  -1.487  0.190  0.686  0.20
H  -0.499  1.701  0.603  0.18
H  -1.964  0.265  -1.671  0.21
H  -2.236  1.979  -1.073  0.18
H  -0.815  1.499  -2.048  0.20
C  1.940  -1.516  1.036  -0.75
S  1.131  -2.385  -0.297  -0.72
H  1.392  -1.599  1.986  0.16
H  2.950  -1.833  1.337  0.16
H  1.999  -0.449  0.789  0.17

---

2.
# C3H9S

A cluster of 2 separate species, C3H9S in total (the ωB97M-V functional and the def2-TZVPD basis, OMol25).

Net charge: -1
Molecular weight in g mol⁻¹: 77.17
2S+1: 1
Frontier orbital gap in eV: 5.58
LUMO in eV: 3.607

Each line ends with the natural charge from an NBO analysis.
Cartesian coordinates (Å):
C  1.288  1.407  2.081  -0.60
C  -0.077  1.321  2.721  -0.61
H  1.339  2.165  1.304  0.20
H  2.066  1.669  2.796  0.18
H  1.578  0.454  1.650  0.22
H  -0.389  2.278  3.155  0.19
H  -0.121  0.575  3.517  0.19
H  -0.822  1.032  1.978  0.22
C  -0.452  -0.247  -0.814  -0.74
S  -0.438  -1.414  -2.218  -0.75
H  0.551  0.131  -0.609  0.17
H  -0.820  -0.706  0.106  0.16
H  -1.124  0.591  -1.004  0.17

---

Stability, lowest: 1